C22H21BeN3O7S2 | the ωB97M-V functional and the def2-TZVPD basis

## Properties
E_HOMO in hartree: -0.3082
Orbital gap in eV: 8.16
F_max in eV Å⁻¹: 2.11
Energy relative to the best compared isomer or geometry (same formula, charge and spin) in kcal/mol: 0.0

Each line ends with the natural charge from an NBO analysis.
Positions of all 56 atoms, in Å:
Be 1.0538 2.6862 0.1283  1.68
O 0.8412 6.0564 -1.3768  -0.64
C 0.6629 4.8497 -0.8323  0.81
O 1.4825 3.9410 -0.9389  -0.66
C -0.5943 4.7062 -0.0709  -0.20
O -0.4384 3.5101 0.7269  -0.61
C -0.1770 3.6888 2.1461  -0.21
C 1.1990 3.1064 2.5404  0.75
O 1.4880 3.0623 3.7350  -0.61
O 1.9276 2.7200 1.5142  -0.92
H 1.7663 6.1378 -1.7495  0.52
H -1.4671 4.4837 -0.7293  0.28
H -0.8702 5.5924 0.5263  0.24
H -0.9270 3.0056 2.6419  0.24
H -0.2820 4.7579 2.4572  0.21
O 2.3396 1.4511 -2.2787  -0.63
C 1.6739 0.7166 -1.5525  0.80
N 1.5595 -0.6601 -1.5555  -0.64
C 1.1258 -1.1966 -0.2902  -0.05
C 0.3905 0.0801 0.2012  0.72
O -0.5299 0.1067 1.0199  -0.65
N 0.8259 1.1682 -0.5019  -0.96
C 0.1018 -2.3255 -0.4809  -0.03
C -0.5128 -2.6108 -1.6921  -0.22
C -1.3508 -3.7261 -1.7930  -0.21
C -1.6774 -4.5136 -0.7071  -0.23
C -1.1455 -4.1174 0.5350  -0.22
C -0.2628 -3.0595 0.6616  -0.16
C 2.3495 -1.5980 0.5486  0.04
C 2.7346 -2.9566 0.5164  -0.26
C 3.8443 -3.3875 1.2319  -0.20
C 4.6527 -2.4861 1.9315  -0.22
C 4.2712 -1.1576 1.9717  -0.22
C 3.1293 -0.6900 1.2817  -0.17
H 2.1799 -1.1666 -2.1677  0.41
H -0.3345 -1.9815 -2.5807  0.24
H -1.7423 -3.9487 -2.7824  0.21
H -2.3278 -5.3648 -0.8227  0.22
H -1.4109 -4.6875 1.4144  0.21
H 0.1398 -2.7962 1.6464  0.23
H 2.1474 -3.7269 -0.0155  0.23
H 4.1105 -4.4433 1.1910  0.21
H 5.5377 -2.8541 2.4402  0.22
H 4.8937 -0.4744 2.5082  0.22
H 2.9049 0.3822 1.2780  0.23
S -2.1115 1.7957 -2.7478  -0.18
C -3.2640 0.8986 -2.0027  -0.07
N -3.2334 0.4893 -0.6968  -0.60
C -4.3243 -0.3017 -0.1819  -0.22
C -5.1470 -0.7883 -1.3779  -0.54
S -4.6892 0.2263 -2.8238  0.29
H -2.4084 0.7345 -0.1333  0.45
H -5.0019 0.3371 0.4344  0.19
H -3.9303 -1.1334 0.4018  0.23
H -6.2163 -0.6784 -1.1422  0.23
H -4.9570 -1.8597 -1.6051  0.23

C32H36CoN6O2S2 | the ωB97M-V functional and the def2-TZVPD basis

## Properties
E_HOMO (alpha / beta) in hartree: -0.3996 / -0.4751
Orbital gap (alpha / beta) in eV: 5.04 / 5.21
F_max in eV Å⁻¹: 2.00
Charge: +2
Energy relative to the best compared isomer or geometry (same formula, charge and spin) in kcal/mol: 8.4
Multiplicity: 4

Each line ends with the Mulliken spin population.
Positions of all 79 atoms, in Å:
Co 0.0341 0.0105 0.0035  1.02
C 2.7914 4.7389 -4.5603  -0.02
C 2.0644 3.6364 -3.8654  0.15
C 1.1412 2.8632 -4.5638  0.19
C 0.3350 1.9047 -3.9451  0.03
C -0.5343 1.1229 -4.7632  0.51
N -1.7914 0.7614 -4.5034  0.22
C -2.7371 1.5787 -3.7709  -0.01
C -3.7765 0.7817 -2.9760  0.05
C -3.5038 0.8237 -1.4633  0.00
N -4.3117 -0.1415 -0.7541  0.00
C -4.2151 -1.4592 -0.9037  -0.01
C -3.1094 -2.1576 -1.4644  0.01
C -3.3658 -3.2396 -2.3155  0.00
C -2.3548 -3.9046 -3.0038  0.00
C -2.6716 -4.9664 -4.0027  0.00
C -1.0431 -3.5589 -2.7241  -0.01
C -0.7159 -2.5543 -1.8034  -0.01
C 0.6520 -2.3683 -1.4546  0.00
N 1.1212 -1.4588 -0.6721  0.00
C 2.5418 -1.4597 -0.3832  0.00
C 2.8383 -0.9763 1.0371  0.01
C 2.4659 0.5088 1.2596  -0.02
N 1.5971 0.9737 0.1974  0.05
C 2.0805 1.8640 -0.6123  -0.06
C 1.6013 2.2888 -1.8813  0.06
C 2.3080 3.3117 -2.5442  0.22
C 0.5027 1.6342 -2.5346  0.12
O -0.2501 0.8021 -1.9378  0.40
C -1.7437 -1.7947 -1.1642  0.01
O -1.4997 -0.9068 -0.2754  -0.03
H 2.1714 5.1689 -5.3436  0.00
H 3.6964 4.3546 -5.0311  0.03
H 3.0829 5.5194 -3.8623  0.00
H 0.9919 3.0498 -5.6158  -0.01
H -0.1278 0.7951 -5.7144  0.03
H -2.2165 0.1201 -5.1631  -0.02
H -3.2587 2.2016 -4.5102  0.01
H -2.1760 2.2442 -3.1163  0.01
H -3.7785 -0.2559 -3.3126  -0.01
H -4.7695 1.1896 -3.1623  0.00
H -3.7416 1.8126 -1.0703  0.00
H -2.4454 0.6280 -1.2893  0.00
H -5.1542 0.2105 -0.3219  0.00
H -5.0871 -2.0381 -0.6244  0.00
H -4.3933 -3.5203 -2.4965  0.00
H -3.6058 -4.7526 -4.5162  0.00
H -2.7775 -5.9299 -3.5042  0.00
H -1.8746 -5.0582 -4.7366  0.00
H -0.2407 -4.0845 -3.2186  0.00
H 1.3418 -3.1003 -1.8767  0.00
H 3.0446 -0.8034 -1.1050  0.00
H 2.9466 -2.4709 -0.5081  0.00
H 3.9051 -1.1089 1.2201  0.00
H 2.2984 -1.6078 1.7371  0.00
H 3.3855 1.1046 1.2819  0.00
H 1.9569 0.6269 2.2205  0.00
H 3.0347 2.3195 -0.3340  0.00
H 3.0797 3.8374 -2.0029  0.02
C 0.3949 -3.2711 2.2316  0.00
C -0.0706 -1.9876 2.8082  0.01
N -0.2939 -0.8804 2.1653  0.03
C -0.7932 0.0985 2.9809  0.01
C -0.8976 -0.2682 4.2963  0.00
S -0.3948 -1.8838 4.5147  0.00
C -1.1919 1.3725 2.4231  0.00
C -1.8261 2.3647 3.1160  0.00
S -2.1034 3.7180 2.1166  0.00
C -1.3505 2.8747 0.8045  0.00
N -0.9465 1.6707 1.1044  0.01
C -1.1977 3.5643 -0.4957  -0.01
H 0.4416 -3.2118 1.1484  0.00
H -0.2887 -4.0711 2.5115  0.00
H 1.3726 -3.5419 2.6313  0.00
H -1.2344 0.3158 5.1283  0.00
H -2.1353 2.3683 4.1413  0.00
H -1.9694 4.3205 -0.6222  0.00
H -1.2471 2.8486 -1.3067  0.00
H -0.2303 4.0653 -0.5377  0.00

C4H7NO | the ωB97M-V functional and the def2-TZVPD basis

## Properties
E_HOMO in hartree: -0.3603
Orbital gap in eV: 10.73
F_max in eV Å⁻¹: 0.40
Energy relative to the best compared isomer or geometry (same formula, charge and spin) in kcal/mol: 25.7
SMILES string: C=CCNC=O

Each line ends with the natural charge from an NBO analysis.
Positions of all 13 atoms, in Å:
C 0.2062 1.0762 -1.5981  -0.37
C -0.2648 1.2060 -0.3620  -0.21
C -0.9491 0.0860 0.3813  -0.28
N -0.0032 -0.6173 1.2428  -0.61
C 0.7836 -1.5953 0.7100  0.53
O 0.5982 -2.1203 -0.3696  -0.61
H 0.0716 0.1512 -2.1539  0.21
H 0.7600 1.8754 -2.0834  0.20
H -0.0945 2.1287 0.1941  0.19
H -1.7797 0.4508 0.9955  0.20
H -1.3418 -0.6554 -0.3181  0.23
H 0.3671 -0.1170 2.0376  0.39
H 1.6129 -1.8871 1.3819  0.11

C5H14 | the ωB97M-V functional and the def2-TZVPD basis

## Properties
E_HOMO in hartree: -0.4209
Orbital gap in eV: 12.62
F_max in eV Å⁻¹: 1.26
Energy relative to the best compared isomer or geometry (same formula, charge and spin) in kcal/mol: 6.8
SMILES string: CCC.CC

Each line ends with the natural charge from an NBO analysis.
Positions of all 19 atoms, in Å:
C -0.4292 -0.8375 0.3314  -0.61
C -1.8917 -0.5454 -0.0749  -0.39
C -2.8808 -1.4503 0.6827  -0.60
H 0.2611 -0.5901 -0.4614  0.20
H -0.2089 -0.2990 1.2508  0.20
H -0.3801 -1.9186 0.4258  0.20
H -1.9973 -0.8564 -1.1204  0.19
H -2.1403 0.5057 0.0563  0.20
H -2.9241 -1.3072 1.7559  0.20
H -2.5298 -2.4853 0.5450  0.19
H -3.8540 -1.4305 0.1892  0.21
C 2.1824 1.8365 0.1342  -0.61
C 2.5833 0.9752 -1.0618  -0.60
H 2.9784 2.5279 0.4032  0.20
H 1.2252 2.3305 -0.0610  0.20
H 2.0238 1.2960 1.0670  0.20
H 2.8927 1.5762 -1.9105  0.20
H 1.7252 0.3895 -1.3892  0.20
H 3.3641 0.2829 -0.7623  0.20

C8H14O | the ωB97M-V functional and the def2-TZVPD basis

## Properties
E_HOMO in hartree: -0.3419
Orbital gap in eV: 9.94
F_max in eV Å⁻¹: 9.16
Energy relative to the best compared isomer or geometry (same formula, charge and spin) in kcal/mol: 86.2
SMILES string: C=CC(=C)C(=C)CC.O

Each line ends with the natural charge from an NBO analysis.
Positions of all 23 atoms, in Å:
C -1.7671 1.4938 -0.2506  -0.40
C -0.4982 1.3272 -0.6966  -0.21
C 0.2855 0.0501 -0.6830  -0.06
C 1.1981 -0.2050 -1.6087  -0.36
C 0.0137 -0.8246 0.4758  0.00
C -0.8944 -1.7869 0.3776  -0.39
C 0.4140 -0.1930 1.8037  -0.46
C 1.7821 -0.1549 2.3990  -0.62
H -2.2437 0.6671 0.1127  0.19
H -2.3611 2.4264 -0.4607  0.22
H 0.0522 2.1310 -1.1354  0.21
H 1.4009 0.1456 -2.4707  0.17
H 1.4519 -1.3813 -1.6370  0.19
H -0.9580 -2.4526 1.2066  0.20
H -1.4220 -2.1288 -0.5461  0.21
H -0.1516 -0.6208 2.5690  0.22
H -0.1578 0.7848 1.8902  0.23
H 2.0782 -1.0358 3.0105  0.21
H 2.6459 -0.1611 1.8591  0.22
H 1.9533 0.7439 2.9954  0.22
O -1.1573 0.5149 -3.3282  -0.96
H -1.4563 0.3403 -2.3941  0.49
H -0.2084 0.3197 -3.4883  0.47